The following is a quantum chemistry calculation of C14H9O8PbTe4 as an isolated structure, from the OMol25 dataset.

Each line ends with the Löwdin charge.
Cartesian coordinates (Å):
1 Pb 1.6122 -1.9512 -0.4805  0.776
2 Te 0.6199 -4.5950 -0.9448  0.239
3 Te 2.8186 -5.8007 0.0264  -0.021
4 Te 3.0335 -4.4969 2.3782  -0.005
5 Te 3.8045 -2.1469 1.3248  0.263
6 O 1.9412 2.3365 -5.0763  0.125
7 C 1.9598 1.4501 -4.2620  -0.255
8 C 2.8837 1.3541 -3.0552  -0.290
9 O 3.7536 2.1436 -2.7554  0.098
10 C 2.4853 0.1264 -2.3687  -0.309
11 C 1.4365 -0.5135 -3.0378  -0.312
12 O 0.9250 -1.6108 -2.5919  -0.184
13 C 1.0406 0.2358 -4.2321  -0.288
14 O 0.1740 -0.0255 -5.0379  0.100
15 O 2.9730 -0.3586 -1.2736  -0.206
16 C -2.2958 3.8755 -0.4749  -0.078
17 O -2.7009 3.2493 0.7319  -0.076
18 C -2.1211 2.0651 1.0407  -0.282
19 C -2.5526 1.4796 2.2493  -0.023
20 C -2.0145 0.2850 2.6251  -0.037
21 C -1.0404 -0.4014 1.8611  -0.090
22 C -0.5051 -1.6703 2.2969  -0.374
23 C -0.9296 -2.3311 3.5929  0.006
24 O 0.3319 -2.3084 1.6509  -0.221
25 C -0.6096 0.2005 0.6392  -0.293
26 O 0.2635 -0.2772 -0.1863  -0.166
27 C -1.1796 1.4433 0.2610  0.061
28 H -2.8625 4.8003 -0.5385  0.088
29 H -2.5203 3.2483 -1.3401  0.098
30 H -1.2274 4.1008 -0.4629  0.098
31 H -3.2967 1.9866 2.8471  0.110
32 H -2.3608 -0.1488 3.5516  0.095
33 H -1.6298 -1.7753 4.2061  0.055
34 H -0.0240 -2.5266 4.1678  0.089
35 H -1.3617 -3.2996 3.3387  0.095
36 H -0.8244 1.8573 -0.6708  0.117

Values from the calculation:
HOMO level in eV: -5.01
Largest force on an atom in eV Å⁻¹: 0.1
Electronic energy in eV: -65467.1694
Total charge: -1
ΔE to the lowest compared entry with this formula, charge and spin in kJ/mol: 0.0
Multiplicity: 1
Kohn-Sham gap in hartree: 0.2109